C38H80N5O5S | wB97M-V/def2-TZVPD

Geometry as XYZ:
```
129
Properties=species:S:1:pos:R:3:mulliken_spin:R:1
O 0.16820 2.21456 1.26973 0.00
C 0.85172 3.45551 1.32940 0.00
C 1.73542 3.70394 0.12874 -0.02
N 1.19917 4.69284 -0.87931 0.00
S 0.85472 6.33449 -0.28446 0.00
H -0.52852 2.23805 0.60385 0.00
H 0.14852 4.26115 1.53166 0.00
H 1.49789 3.39257 2.19256 0.00
H 2.73485 4.02343 0.38334 0.00
H 1.84632 2.77113 -0.40747 0.02
H 0.42028 4.29585 -1.41239 0.00
H 1.92792 4.82655 -1.58271 0.00
H -0.39951 6.08338 0.07467 0.00
C 0.91022 1.82145 -6.41497 0.01
C 1.46960 2.64995 -5.23744 0.01
C 2.98208 2.82353 -5.38358 0.04
C 3.78394 1.56236 -5.06686 -0.02
C 3.39700 0.99732 -3.70201 0.04
C 1.89620 0.75754 -3.55225 0.02
N 1.13989 1.99706 -3.92622 0.48
O 1.15323 2.84905 -2.96649 0.45
C 1.46097 -0.43881 -4.41249 0.01
C 1.56866 0.36636 -2.12394 -0.02
C 0.79400 4.01122 -5.31554 -0.01
H 0.01671 1.27219 -6.12268 -0.01
H 0.62725 2.47965 -7.23368 0.00
H 1.63060 1.11423 -6.81932 0.00
H 3.31628 3.62682 -4.71716 0.01
H 3.19310 3.15653 -6.40054 0.00
H 3.63901 0.81074 -5.84540 0.00
H 4.84764 1.80291 -5.07258 0.00
H 3.91809 0.05679 -3.52118 0.00
H 3.73193 1.69150 -2.92211 0.01
H 0.37724 -0.55025 -4.40155 -0.01
H 1.89133 -1.34946 -3.99995 0.00
H 1.78930 -0.37897 -5.44566 0.00
H 1.93210 1.09657 -1.40116 0.00
H 2.04600 -0.58287 -1.90045 -0.01
H 0.49651 0.24008 -1.98168 0.00
H -0.28416 3.92528 -5.17453 0.00
H 0.97819 4.43588 -6.29965 0.00
H 1.18515 4.71114 -4.57898 0.00
C 3.59253 1.66529 3.55341 0.08
C 5.07701 2.06580 3.69145 -0.04
C 5.95517 0.81626 3.76398 0.03
C 5.88340 0.09231 5.10881 -0.02
C 6.14777 1.06090 6.26191 0.03
C 5.23897 2.28796 6.23544 0.02
N 5.28213 2.93799 4.88730 0.35
O 6.34916 3.64001 4.75240 0.56
C 3.80394 1.88418 6.61234 0.01
C 5.68139 3.28785 7.29126 -0.01
C 5.42671 2.84835 2.43340 -0.02
H 2.94343 2.43050 3.98159 -0.02
H 3.32498 1.56597 2.49941 0.00
H 3.35001 0.71157 4.01805 0.00
H 6.99457 1.10173 3.57744 0.00
H 5.66809 0.13887 2.95617 0.00
H 4.91314 -0.39648 5.23222 0.00
H 6.62805 -0.70429 5.12576 0.00
H 6.02234 0.55149 7.21839 0.00
H 7.19126 1.38609 6.21892 0.00
H 3.12112 2.72576 6.48940 -0.01
H 3.77902 1.58399 7.65857 0.00
H 3.41712 1.04415 6.04163 0.00
H 6.72532 3.56766 7.17764 0.00
H 5.55908 2.83943 8.27599 0.00
H 5.07676 4.19433 7.24894 0.00
H 4.84376 3.77157 2.37341 0.00
H 5.19913 2.23036 1.56367 0.00
H 6.48044 3.10849 2.39005 0.00
C 0.64660 -4.54772 1.91667 0.01
C 0.95960 -3.50741 0.81816 0.02
C 1.68728 -2.30535 1.42474 0.03
C 0.78272 -1.38112 2.24097 -0.03
C -0.44728 -0.97057 1.43362 0.03
C -1.21902 -2.15908 0.86510 0.04
N -0.29469 -3.07296 0.12413 0.40
O -0.03075 -2.60208 -1.04032 0.50
C -1.94410 -2.90153 2.00008 0.01
C -2.31787 -1.67489 -0.06593 -0.03
C 1.87523 -4.19880 -0.18068 -0.01
H -0.24249 -5.12501 1.66830 -0.01
H 1.47019 -5.25296 2.01160 0.00
H 0.50336 -4.10305 2.89995 0.00
H 2.14302 -1.72143 0.61839 0.00
H 2.50744 -2.67218 2.04528 0.00
H 0.48294 -1.86394 3.17423 0.00
H 1.34297 -0.48760 2.52648 0.00
H -1.11718 -0.37259 2.05446 0.00
H -0.12620 -0.32341 0.61117 0.01
H -2.40819 -3.81460 1.62818 -0.01
H -2.73323 -2.26563 2.39862 0.00
H -1.30141 -3.16096 2.83686 0.00
H -1.93162 -1.04124 -0.86435 0.00
H -3.04209 -1.08840 0.49822 0.00
H -2.84698 -2.51187 -0.52031 0.01
H 1.37053 -5.03712 -0.66126 0.00
H 2.74724 -4.57887 0.34919 0.00
H 2.22597 -3.51975 -0.95526 0.00
C -7.32163 -1.05705 -3.10914 0.02
C -6.53349 -2.22776 -2.47889 0.02
C -6.98756 -3.55255 -3.09178 0.03
C -8.35634 -4.02262 -2.59861 -0.02
C -8.40719 -4.03888 -1.07047 0.03
C -8.01191 -2.70384 -0.44273 0.02
N -6.69868 -2.23988 -0.99063 0.38
O -5.72542 -2.86439 -0.42937 0.55
C -9.11665 -1.66340 -0.68936 0.02
C -7.90644 -2.84810 1.06689 0.00
C -5.07058 -1.99379 -2.81111 -0.03
H -7.40994 -0.22301 -2.41387 -0.01
H -6.80147 -0.68664 -3.99117 0.00
H -8.32108 -1.33938 -3.43434 0.00
H -6.24952 -4.32522 -2.85525 0.00
H -6.99368 -3.44961 -4.17873 0.00
H -9.14985 -3.38861 -3.00222 0.00
H -8.54829 -5.02694 -2.97853 0.00
H -9.40922 -4.30406 -0.72939 0.00
H -7.73715 -4.82136 -0.70180 0.00
H -8.80174 -0.67720 -0.34679 -0.01
H -10.00618 -1.94492 -0.12754 0.00
H -9.42064 -1.58177 -1.72874 0.00
H -7.21808 -3.63849 1.35511 0.00
H -8.88830 -3.09480 1.46824 0.00
H -7.57191 -1.91675 1.52552 0.00
H -4.70872 -1.07444 -2.34646 0.00
H -4.95147 -1.90411 -3.89025 0.00
H -4.43972 -2.81561 -2.48142 0.01
```

Calculated values
HOMO level (alpha / beta) (eV): -9.72 / -10.72
Spin multiplicity: 5
Expectation value of S²: 6.0162
Gap between HOMO and LUMO (alpha / beta) (eV): 6.18 / 7.18
LUMO level (alpha / beta) (eV): -3.5 / -3.5
Net charge: +1

C38H81F10N21O17S | wB97M-V/def2-TZVPD

Geometry as XYZ:
```
168
Properties=species:S:1:pos:R:3:mulliken_charge:R:1
C 5.50739 3.54192 2.65466 -1.13
C 6.12287 3.13193 1.29823 0.03
C 5.79404 1.68850 1.07986 0.41
O 6.12535 0.82519 1.87997 -0.62
O 5.11230 1.41856 -0.04467 -0.30
C 4.67860 0.06072 -0.15033 -1.33
C 4.13051 -0.19828 -1.54573 -1.72
C 2.59735 -0.08371 -1.67330 2.55
C 2.24602 1.40685 -1.43896 -0.58
C 1.90980 1.87451 -0.02914 -1.06
C 1.98857 3.38837 0.11328 0.52
F 3.08423 3.67474 0.87932 -0.01
F 2.18039 4.03495 -1.05038 -0.43
C 0.82200 4.02856 0.91465 0.57
F 1.28106 5.21076 1.39043 -0.36
F 0.56448 3.27069 1.99077 -0.31
S -0.74609 4.39479 -0.06034 1.41
F -1.55599 3.31953 0.76891 -0.43
F -0.38435 3.29940 -1.11781 -0.28
F 0.02789 5.49694 -0.86663 -0.32
F -1.15483 5.48490 1.02008 -0.40
F -2.03942 4.73275 -0.86692 -0.31
C 2.02535 -1.25113 -0.81208 -0.50
C 1.06072 -1.03618 0.33179 -2.43
C -0.37553 -0.69023 -0.05539 0.27
C -1.22322 -1.91169 -0.47460 -0.61
C -2.36342 -2.18074 0.49328 -1.70
C -3.46331 -1.11250 0.49422 -0.14
C -3.95389 -0.83071 -0.93062 -0.75
C -5.35190 -0.16515 -0.93560 0.41
C -5.20017 1.30860 -1.28286 -0.51
O -6.21619 2.10241 -0.62793 -0.45
C -5.77934 2.50937 0.60478 0.82
C -4.90403 3.72583 0.64276 -0.15
O -6.11398 1.90528 1.60602 -0.73
O 1.51348 -2.22302 -1.74630 -0.40
C 2.23649 -2.00432 -2.89663 -0.72
O 2.81577 -2.85371 -3.52354 -0.58
C 2.13563 -0.45439 -3.11387 1.38
C 3.15603 -0.10679 -4.21414 -1.05
C 2.76240 -0.26153 -5.67476 0.58
C 2.13099 -1.50285 -6.21364 -1.47
N 2.97292 0.68216 -6.49784 -0.68
C 0.63039 -0.31010 -3.38834 -0.90
C 0.15994 0.97086 -4.03075 -0.28
O -0.36123 1.88505 -3.39715 -0.37
F 0.27538 1.07370 -5.35967 -0.27
H 4.59650 2.97744 2.81583 0.18
H 6.18087 3.30384 3.46458 0.43
H 5.27332 4.59571 2.66526 0.27
H 5.71837 3.74956 0.50837 -0.01
H 7.19391 3.24422 1.37418 0.45
H 3.96709 -0.16844 0.63522 0.31
H 5.50806 -0.61067 0.01964 0.82
H 4.46833 -1.18840 -1.82970 0.82
H 4.62741 0.49898 -2.20717 0.53
H 1.41502 1.69424 -2.06986 -0.17
H 3.08466 1.99307 -1.79109 1.08
H 0.87676 1.60636 0.17105 0.12
H 2.48634 1.43606 0.76907 0.80
H 2.85377 -1.79849 -0.36719 0.97
H 1.42999 -0.30483 1.03542 0.48
H 1.02495 -1.96501 0.89223 0.70
H -0.84812 -0.31396 0.84818 0.99
H -0.43910 0.12289 -0.77609 -0.31
H -1.53940 -1.86178 -1.50987 0.53
H -0.56119 -2.76685 -0.41711 0.59
H -2.76617 -3.15859 0.24892 0.55
H -1.93642 -2.29331 1.48751 0.35
H -3.03666 -0.22230 0.94481 0.15
H -4.28333 -1.50246 1.08390 0.52
H -3.21292 -0.20499 -1.42018 -0.05
H -3.94473 -1.77305 -1.46708 0.64
H -5.74554 -0.26675 0.05556 -0.76
H -5.96479 -0.69596 -1.65178 0.49
H -4.22280 1.63602 -0.94354 0.12
H -5.27516 1.43900 -2.35351 0.40
H -4.96905 4.24305 -0.30563 0.45
H -5.24648 4.36766 1.44851 0.06
H -3.88536 3.41318 0.83516 -0.27
H 3.44891 0.92978 -4.06146 0.51
H 4.06009 -0.68283 -4.07846 0.47
H 2.63629 -2.41017 -5.91902 0.33
H 1.07542 -1.54542 -5.98135 0.29
H 2.19147 -1.43418 -7.29084 0.41
H 3.40130 1.48590 -6.04772 0.19
H 0.03656 -0.42185 -2.50044 -0.18
H 0.34002 -1.12662 -4.04001 0.95
C -9.14161 -0.83239 1.32815 0.57
O -9.62023 -1.90770 0.99132 -0.78
N -7.80022 -0.59804 1.35260 -0.14
N -9.92826 0.21575 1.70152 -0.34
H -7.38452 0.27909 1.62330 0.18
H -7.20286 -1.35431 1.08356 0.12
H -10.92135 0.07365 1.67378 0.24
H -9.56553 1.10787 1.97697 0.17
C -3.26782 -5.66074 2.47030 0.78
O -3.43741 -5.59485 1.26430 -0.66
N -2.05814 -5.95770 3.03015 -0.32
N -4.28887 -5.43864 3.35951 -0.43
H -1.91124 -6.01747 4.01891 0.14
H -1.27645 -6.11847 2.41201 0.21
H -5.18934 -5.21963 2.97836 0.23
H -4.17839 -5.48484 4.35347 0.15
C 2.42314 5.32088 5.40423 0.56
O 3.00132 5.45497 6.46405 -0.65
N 2.33162 4.11648 4.75879 -0.31
N 1.81201 6.36752 4.75970 -0.32
H 1.85807 3.98792 3.88584 0.16
H 2.76709 3.32755 5.19718 0.18
H 1.85803 7.26539 5.20199 0.20
H 1.32970 6.27581 3.88637 0.18
C -5.62106 6.87379 3.06004 0.67
O -6.03742 5.76730 2.75833 -0.67
N -4.29101 7.12611 3.25795 -0.35
N -6.45146 7.94559 3.22407 -0.42
H -3.92792 8.02558 3.50660 0.16
H -3.65727 6.35795 3.14828 0.19
H -7.43176 7.79001 3.08624 0.23
H -6.13330 8.86194 3.47245 0.16
C 5.10219 -0.39154 -9.29669 0.59
O 5.53282 -0.68423 -8.19428 -0.61
N 5.81477 -0.63863 -10.44354 -0.41
N 3.88513 0.20060 -9.48528 -0.31
H 5.48615 -0.40949 -11.36096 0.15
H 6.71147 -1.07254 -10.34017 0.22
H 3.33138 0.39937 -8.66534 0.23
H 3.52612 0.44078 -10.38860 0.17
C 0.60102 -8.11640 1.28209 0.71
O 0.51476 -6.98623 1.75196 -0.76
N -0.42602 -9.01010 1.34841 -0.35
N 1.72868 -8.56209 0.66656 -0.38
H -0.37266 -9.94003 0.97967 0.17
H -1.27308 -8.70710 1.79181 0.19
H 2.50179 -7.92783 0.61004 0.21
H 1.82761 -9.48583 0.29051 0.15
C 4.74894 7.02253 -0.08521 0.64
O 5.87508 7.32872 0.25912 -0.66
N 3.69192 7.00778 0.78549 -0.26
N 4.44537 6.66017 -1.37116 -0.35
H 2.76055 6.75490 0.52118 0.08
H 3.87836 7.26186 1.73713 0.18
H 5.19601 6.65964 -2.03474 0.21
H 3.52592 6.40102 -1.67312 0.16
C 8.31806 -1.06573 5.44663 0.54
O 8.87319 -1.09291 6.53003 -0.65
N 8.20046 -2.17962 4.65498 -0.33
N 7.76587 0.07009 4.92444 -0.31
H 7.74933 -2.17809 3.76082 0.16
H 8.59459 -3.03143 5.00369 0.20
H 7.83266 0.90531 5.47324 0.16
H 7.30563 0.10643 4.03298 0.25
C 3.30056 -10.86654 3.44749 0.62
O 2.70828 -11.16584 2.42542 -0.61
N 3.09247 -9.67485 4.08551 -0.33
N 4.21745 -11.69539 4.03416 -0.41
H 3.56521 -9.40453 4.92583 0.17
H 2.42630 -9.04615 3.67560 0.17
H 4.38985 -12.57561 3.58803 0.22
H 4.71438 -11.46818 4.87321 0.16
C -12.08927 -1.85984 -1.72355 0.56
O -12.54798 -1.08592 -0.89957 -0.63
N -11.02859 -2.67720 -1.46913 -0.33
N -12.61710 -1.96304 -2.98951 -0.39
H -10.65098 -3.31063 -2.14593 0.15
H -10.61071 -2.63048 -0.55025 0.35
H -13.39717 -1.37511 -3.20916 0.22
H -12.26387 -2.58729 -3.68752 0.15
```

Calculated values
SMILES: [H]/N=C(/C)C[C@@]1(CC(=O)F)C(=O)O[C@H](CCCCCCCCOC(C)=O)[C@]1(CCOC(=O)CC)CCC(F)(F)C(F)(F)S(F)(F)(F)(F)F.NC(N)=O.NC(N)=O.NC(N)=O.NC(N)=O.NC(N)=O.NC(N)=O.NC(N)=O.NC(N)=O.NC(N)=O.NC(N)=O
HOMO level (eV): -9.16
Spin multiplicity: 1
Gap between HOMO and LUMO (eV): 8.91
LUMO level (eV): -0.3

Question: The highest spin multiplicity belongs to which entry?
Answer: C38H80N5O5S

Question: Among the records above, which one has the lowest spin multiplicity?
Answer: C38H81F10N21O17S